# 1
Molecular formula: C37H36BrN4O4PYb
Method: DFT, ωB97M-V/def2-TZVPD

CARTESIAN COORDINATES (ANGSTROEM)
Yb  0.115  0.585  0.666
C  1.434  -0.958  2.863
C  2.610  -0.208  2.852
C  3.757  -0.735  2.275
C  3.735  -2.002  1.717
C  2.573  -2.756  1.732
C  1.422  -2.236  2.302
H  0.559  -0.576  3.389
H  2.620  0.775  3.306
H  4.667  -0.156  2.263
H  4.628  -2.408  1.268
H  2.563  -3.745  1.298
H  0.523  -2.838  2.340
O  1.317  2.153  -1.181
C  1.787  1.005  -1.293
O  2.012  0.287  -0.256
C  1.927  0.362  -2.626
C  2.569  1.061  -3.642
C  2.708  0.497  -4.897
C  2.179  -0.758  -5.144
C  1.515  -1.439  -4.139
C  1.375  -0.892  -2.866
P  0.510  -1.867  -1.571
C  -1.059  -2.357  -2.355
C  -1.810  -3.358  -1.743
C  -3.075  -3.677  -2.203
C  -3.622  -2.981  -3.270
C  -2.897  -1.964  -3.865
C  -1.627  -1.651  -3.412
C  1.583  -3.331  -1.681
C  1.149  -4.621  -1.927
C  2.057  -5.666  -1.961
C  3.407  -5.430  -1.764
C  3.848  -4.134  -1.535
C  2.941  -3.093  -1.490
H  2.967  2.042  -3.433
H  3.227  1.031  -5.677
H  2.284  -1.207  -6.119
H  1.107  -2.418  -4.340
H  -1.411  -3.895  -0.891
H  -3.635  -4.466  -1.724
H  -4.609  -3.228  -3.631
H  -3.320  -1.409  -4.690
H  -1.084  -0.845  -3.880
H  0.100  -4.829  -2.122
H  1.703  -6.667  -2.159
H  4.113  -6.246  -1.801
H  4.899  -3.935  -1.394
H  3.290  -2.085  -1.305
C  -4.248  2.743  4.675
C  -3.760  1.597  3.856
C  -4.530  0.453  3.650
C  -4.022  -0.598  2.903
C  -2.743  -0.441  2.395
Br  -1.945  -1.786  1.320
N  -1.982  0.630  2.562
C  -2.496  1.627  3.281
H  -5.307  2.643  4.895
H  -4.098  3.685  4.153
H  -3.712  2.795  5.623
H  -5.521  0.383  4.072
H  -4.587  -1.497  2.721
H  -1.860  2.487  3.412
C  -3.063  1.974  -1.017
C  -1.803  1.483  -0.338
O  -1.173  0.569  -0.940
H  -2.964  1.971  -2.102
H  -3.387  2.945  -0.653
H  -3.844  1.250  -0.764
C  0.509  6.571  1.821
N  0.450  5.137  1.934
C  0.552  4.395  3.172
C  0.496  2.968  2.649
O  0.550  1.926  3.290
N  0.363  2.987  1.303
C  0.383  4.269  0.912
N  0.331  4.621  -0.363
H  0.276  7.008  2.790
H  -0.237  6.927  1.109
H  1.502  6.911  1.517
H  -0.273  4.608  3.855
H  1.498  4.581  3.687
H  0.520  3.876  -1.028
H  0.493  5.574  -0.639

Charge: +1
Spin multiplicity: 2
LUMO energy (spin up / spin down): -2.008 / -2.270 eV
M: 884.64 g mol⁻¹
E: -6025.5328 Eh


# 2
Molecular formula: C37H36BrN7O7SV
Method: DFT, ωB97M-V/def2-TZVPD

CARTESIAN COORDINATES (ANGSTROEM)
V  -0.210  -0.780  -0.827
O  2.413  -3.071  1.777
S  2.301  -2.156  0.666
O  2.328  -0.740  0.978
N  1.015  -2.377  -0.230
C  0.483  -3.649  -0.512
C  1.067  -4.864  -0.263
C  0.414  -6.068  -0.615
C  -0.815  -6.074  -1.200
C  -1.461  -4.838  -1.457
C  -2.764  -4.757  -2.009
C  -3.357  -3.545  -2.178
C  -2.636  -2.384  -1.836
N  -1.418  -2.414  -1.356
C  -0.821  -3.637  -1.127
C  3.703  -2.477  -0.367
C  4.972  -2.356  0.196
C  6.085  -2.602  -0.588
C  5.936  -2.973  -1.921
C  4.672  -3.099  -2.471
C  3.546  -2.852  -1.693
H  2.028  -4.912  0.227
H  0.911  -7.005  -0.400
H  -1.312  -6.999  -1.457
H  -3.280  -5.668  -2.283
H  -4.353  -3.449  -2.583
H  -3.060  -1.399  -1.998
H  5.080  -2.067  1.231
H  7.074  -2.511  -0.161
H  6.811  -3.169  -2.526
H  4.554  -3.390  -3.506
H  2.554  -2.943  -2.111
C  4.528  0.848  -2.425
C  3.224  0.392  -3.012
C  2.978  0.273  -4.373
C  1.741  -0.169  -4.807
C  0.785  -0.500  -3.860
Br  -0.888  -1.111  -4.473
N  0.991  -0.426  -2.554
C  2.190  0.041  -2.160
H  5.221  1.170  -3.200
H  4.994  0.036  -1.863
H  4.379  1.677  -1.732
H  3.748  0.521  -5.093
H  1.504  -0.265  -5.855
H  2.334  0.143  -1.087
C  -0.829  -2.121  2.908
C  -1.687  -1.170  2.155
N  -1.441  -0.650  0.969
C  -2.516  0.161  0.660
C  -3.421  0.120  1.668
N  -2.881  -0.723  2.609
C  -4.754  0.722  1.899
O  -5.191  1.539  0.964
O  -5.360  0.451  2.912
C  -2.558  0.912  -0.636
O  -3.523  1.674  -0.825
O  -1.601  0.676  -1.430
H  0.229  -1.897  2.759
H  -0.999  -3.143  2.570
H  -1.053  -2.067  3.973
H  -3.342  -0.951  3.479
H  -4.508  1.620  0.226
C  -2.641  5.957  4.430
C  -2.184  4.507  4.385
N  -1.749  4.066  3.064
C  -2.767  3.757  2.064
C  -3.145  4.924  1.167
C  -0.426  4.014  2.812
O  0.432  4.318  3.624
C  0.014  3.577  1.440
C  0.522  4.489  0.531
C  1.010  4.021  -0.674
C  0.988  2.658  -0.920
N  0.519  1.765  -0.051
C  0.033  2.231  1.098
H  -2.741  6.283  5.465
H  -3.604  6.105  3.944
H  -1.908  6.603  3.945
H  -2.992  3.840  4.698
H  -1.344  4.361  5.062
H  -3.635  3.394  2.613
H  -2.423  2.927  1.450
H  -3.684  5.695  1.714
H  -3.772  4.576  0.347
H  -2.252  5.374  0.730
H  0.545  5.543  0.776
H  1.412  4.695  -1.417
H  1.351  2.276  -1.866
H  -0.315  1.484  1.803

Charge: 0
Spin multiplicity: 4
LUMO energy (spin up / spin down): -0.116 / -0.239 eV
M: 853.65 g mol⁻¹
E: -6257.9758 Eh